Record 1
Molecular formula: C38H45CoGe2N4O2STe
Method: DFT, ωB97M-V/def2-TZVPD

Cartesian coordinates (Å):
Co  0.100  -0.012  -0.521
N  -3.811  7.404  -0.479
C  -3.248  6.244  -0.024
C  -3.753  5.000  -0.429
C  -3.168  3.834  0.013
C  -2.060  3.887  0.850
C  -1.546  5.112  1.261
C  -2.136  6.280  0.831
S  -1.345  2.407  1.419
O  -2.389  1.426  1.625
O  -0.458  2.700  2.511
N  -0.477  1.766  0.181
C  0.468  2.440  -0.504
N  1.041  1.584  -1.394
C  2.041  2.062  -2.136
C  2.448  3.377  -2.025
C  1.798  4.157  -1.077
N  0.823  3.703  -0.305
H  -4.728  7.365  -0.888
H  -3.586  8.262  -0.007
H  -4.615  4.957  -1.082
H  -3.576  2.877  -0.284
H  -0.688  5.136  1.917
H  -1.743  7.235  1.155
H  2.494  1.389  -2.845
H  3.243  3.770  -2.638
H  2.082  5.192  -0.925
C  1.111  -4.580  -2.027
C  0.456  -3.201  -1.942
Ge  1.639  -1.832  -1.142
C  2.903  -1.133  -2.490
C  3.847  -2.224  -3.000
C  2.698  -2.671  0.251
C  2.706  -2.138  1.477
Ge  1.521  -0.579  1.583
C  2.496  1.133  1.601
C  3.455  1.295  2.780
C  -0.058  -0.874  2.714
C  0.217  -0.909  4.217
C  3.505  -2.636  2.620
C  3.480  -1.960  3.835
C  4.218  -2.400  4.924
C  5.001  -3.536  4.811
C  5.041  -4.223  3.603
C  4.304  -3.779  2.522
H  0.407  -5.315  -2.421
H  1.429  -4.928  -1.044
H  1.986  -4.586  -2.678
H  -0.445  -3.276  -1.338
H  0.141  -2.866  -2.933
H  3.485  -0.332  -2.032
H  2.345  -0.708  -3.327
H  4.374  -2.715  -2.181
H  4.602  -1.808  -3.668
H  3.310  -2.990  -3.559
H  3.312  -3.535  0.012
H  1.768  1.939  1.613
H  3.052  1.176  0.660
H  2.926  1.286  3.733
H  3.962  2.258  2.704
H  4.222  0.520  2.804
H  -0.484  -1.826  2.384
H  -0.785  -0.092  2.509
H  0.853  -1.746  4.504
H  -0.728  -1.015  4.751
H  0.678  0.017  4.563
H  2.881  -1.062  3.946
H  4.180  -1.853  5.856
H  5.579  -3.886  5.655
H  5.652  -5.110  3.507
H  4.353  -4.336  1.597
Te  -2.307  -1.012  0.026
C  -3.318  0.432  -1.121
C  -2.717  1.102  -2.178
C  -3.452  2.012  -2.924
C  -4.786  2.244  -2.620
C  -5.386  1.569  -1.567
C  -4.653  0.663  -0.812
C  -2.828  -2.589  -1.275
C  -2.764  -2.475  -2.661
C  -3.190  -3.523  -3.458
C  -3.677  -4.687  -2.875
C  -3.748  -4.799  -1.497
C  -3.331  -3.745  -0.692
H  -1.674  0.935  -2.432
H  -2.982  2.539  -3.743
H  -5.358  2.950  -3.206
H  -6.425  1.749  -1.326
H  -5.121  0.153  0.020
H  -2.398  -1.563  -3.120
H  -3.145  -3.433  -4.535
H  -4.008  -5.505  -3.501
H  -4.137  -5.700  -1.043
H  -3.400  -3.836  0.385

## Properties
E_tot   -218971.8892 eV
E_HOMO (spin up / spin down)   -10.31 / -10.33 eV
LUMO (spin up / spin down)   -4.704 / -3.291 eV
M   953.6 g/mol
Charge   +1
Multiplicity   2

Atom charges from the Löwdin analysis, given in e for atoms 1 to 6:
1 Co 0.1815
2 N 0.1193
3 C -0.3082
4 C -0.0114
5 C -0.0454
6 C -0.3054


Record 2
Molecular formula: C5H26NO8S
Method: DFT, ωB97M-V/def2-TZVPD

Cartesian coordinates (Å):
C  0.608  0.156  2.319
N  0.931  0.485  0.921
C  -0.202  0.849  0.013
C  0.305  1.393  -1.279
C  1.162  0.394  -2.122
S  0.187  -1.010  -2.794
C  -1.080  1.898  0.681
O  -0.516  2.971  1.351
H  1.591  0.134  2.823
H  0.194  -0.869  2.299
H  0.001  1.014  2.811
H  1.561  1.325  0.881
H  -0.714  -0.121  -0.209
H  -0.538  1.611  -1.983
H  0.838  2.176  -1.091
H  1.895  -0.079  -1.507
H  1.559  0.844  -2.963
H  -0.489  -1.324  -1.567
H  -1.845  1.570  1.474
H  -1.891  2.307  -0.101
H  3.142  2.538  0.020
H  3.357  1.050  -0.208
O  3.900  1.823  -0.240
H  1.660  -1.538  0.480
H  1.259  -2.604  -0.489
O  1.244  -2.421  0.392
H  -2.635  -0.159  -1.339
H  -3.088  -0.497  0.142
O  -2.860  -0.824  -0.801
H  0.559  2.970  1.262
H  2.274  3.302  1.606
O  1.853  3.139  0.786
H  -2.025  0.009  1.926
H  -2.267  -1.514  1.878
O  -2.730  -0.649  1.933
H  -1.379  -3.483  1.425
H  -0.187  -2.620  1.130
O  -1.041  -2.732  1.677
H  -1.667  -3.456  -1.693
H  -2.066  -2.458  -0.884
O  -1.523  -3.244  -0.790

## Properties
E_tot   -34312.1641 eV
Energy relative to the best compared isomer or geometry (same formula, charge and spin)   297.2 kJ/mol
E_HOMO   -5.39 eV
LUMO   2.598 eV
M   260.3 g/mol
Charge   -1

Atom charges from the natural (NBO) analysis, given in e for atoms 1 to 6:
1 C -0.4528
2 N -0.7356
3 C -0.1264
4 C -0.3888
5 C -0.4697
6 S -0.1563


Record 3
Molecular formula: C3H5B
Method: DFT, ωB97M-V/def2-TZVPD

Cartesian coordinates (Å):
B  -1.401  -0.053  -0.143
C  1.289  -0.587  -0.386
C  1.248  0.589  0.105
C  0.035  -0.246  0.460
H  -2.253  -0.775  -0.092
H  -2.218  1.431  -0.817
H  1.691  -1.137  -1.178
H  1.648  1.453  0.526
H  -0.039  -0.675  1.525

## Properties
E_tot   -3862.2121 eV
Energy relative to the best compared isomer or geometry (same formula, charge and spin)   359.9 kJ/mol
E_HOMO   -9.12 eV
LUMO   0.172 eV
M   51.9 g/mol

Atom charges from the natural (NBO) analysis, given in e for atoms 1 to 6:
1 B 0.6355
2 C -0.1376
3 C -0.1404
4 C -0.6974
5 H -0.1450
6 H -0.1868


Record 4
Molecular formula: C7H10N3O2
Method: DFT, ωB97M-V/def2-TZVPD

Cartesian coordinates (Å):
C  1.678  1.299  1.354
C  1.411  0.288  0.419
C  1.440  0.911  2.723
C  0.904  -0.930  0.804
C  1.038  -0.353  3.044
C  0.763  -1.290  2.097
C  -2.373  -0.734  -2.271
N  -2.448  -0.939  -3.590
N  -1.412  0.303  -1.984
N  -1.325  0.622  -0.660
O  -3.024  -1.098  -1.364
O  -0.352  1.209  -0.241
H  2.043  2.312  1.235
H  1.900  0.448  -0.538
H  1.589  1.663  3.427
H  0.726  -1.790  0.128
H  1.100  -0.488  4.134
H  -1.733  -0.783  -4.340
H  -3.067  -1.679  -3.537
H  -0.783  0.842  -2.546
H  -1.857  0.018  -0.024
H  0.437  -2.180  2.520

## Properties
E_tot   -15974.9652 eV
Energy relative to the best compared isomer or geometry (same formula, charge and spin)   464.3 kJ/mol
E_HOMO (spin up / spin down)   -12.72 / -12.72 eV
LUMO (spin up / spin down)   -6.221 / -6.221 eV
M   168.2 g/mol
Charge   +1

Atom charges from the natural (NBO) analysis, given in e for atoms 1 to 6:
1 C -0.1382
2 C -0.2268
3 C -0.1936
4 C -0.2299
5 C -0.1618
6 C -0.1997


Record 5
Molecular formula: C5H4F6NS2
Method: DFT, ωB97M-V/def2-TZVPD

Cartesian coordinates (Å):
C  -2.954  -0.310  -0.889
C  -2.070  0.319  -0.112
C  -0.636  -0.784  -0.188
C  0.395  -0.082  0.382
C  2.806  -1.706  0.744
N  1.972  -2.625  1.298
F  -1.068  -1.865  0.495
F  0.519  0.102  1.719
F  1.000  0.937  -0.310
F  3.057  -1.855  -0.518
F  2.193  -3.816  0.677
F  2.118  -2.777  2.693
S  -3.651  -1.179  -1.887
S  3.553  -0.413  1.709
H  -1.634  1.282  -0.336
H  -2.408  0.310  0.963
H  -0.651  -0.818  -1.292
H  4.326  0.109  0.564

## Properties
E_tot   -44697.4067 eV
Energy relative to the best compared isomer or geometry (same formula, charge and spin)   380.1 kJ/mol
E_HOMO (spin up / spin down)   -10.68 / -10.67 eV
LUMO (spin up / spin down)   -5.980 / -5.976 eV
M   256.2 g/mol
Charge   +1

Atom charges from the natural (NBO) analysis, given in e for atoms 1 to 6:
1 C -0.0287
2 C -0.6483
3 C 0.1604
4 C 0.5036
5 C 0.4852
6 N 0.2749


Record 6
Molecular formula: C4H9NO2
Method: DFT, ωB97M-V/def2-TZVPD

Cartesian coordinates (Å):
C  -1.401  0.072  0.596
O  -2.565  0.119  -0.260
C  -0.199  -0.335  -0.252
C  1.037  -0.241  0.652
C  2.409  -0.320  0.015
O  2.752  -0.614  -1.094
N  -0.020  0.599  -1.356
H  -1.704  -0.559  1.429
H  -1.199  1.115  0.869
H  -3.309  -0.396  0.069
H  -0.316  -1.313  -0.722
H  1.033  -0.886  1.531
H  1.107  0.815  0.974
H  3.178  -0.001  0.763
H  -0.576  0.403  -2.169
H  -0.227  1.542  -1.044

## Properties
E_tot   -9877.9413 eV
SMILES   N[C@H](CO)CC=O
Energy relative to the best compared isomer or geometry (same formula, charge and spin)   204.5 kJ/mol
E_HOMO   -9.00 eV
LUMO   0.742 eV
M   103.1 g/mol

Atom charges from the natural (NBO) analysis, given in e for atoms 1 to 6:
1 C -0.0706
2 O -0.7468
3 C -0.0790
4 C -0.5176
5 C 0.4606
6 O -0.5016


Record 7
Molecular formula: C8H9ClSi
Method: DFT, ωB97M-V/def2-TZVPD

Cartesian coordinates (Å):
C  -0.072  1.882  1.231
C  -0.649  0.745  1.708
C  1.222  1.872  0.821
C  0.075  -0.400  1.793
C  1.969  0.693  0.810
C  1.402  -0.445  1.379
C  -1.919  -1.890  -1.567
C  -1.159  -0.983  -2.027
Si  0.454  -1.519  -2.912
Cl  0.685  0.052  -4.336
H  -0.571  2.802  1.251
H  -1.673  0.836  2.187
H  1.748  2.702  0.469
H  -0.596  -1.300  2.075
H  2.957  0.690  0.311
H  -2.818  -1.614  -1.060
H  -1.687  -2.945  -1.758
H  -1.358  0.151  -1.728
H  1.992  -1.329  1.355

## Properties
E_tot   -28840.4465 eV
Energy relative to the best compared isomer or geometry (same formula, charge and spin)   136.7 kJ/mol
E_HOMO   -8.80 eV
LUMO   -0.714 eV
M   168.7 g/mol

Atom charges from the natural (NBO) analysis, given in e for atoms 1 to 6:
1 C -0.2070
2 C -0.2187
3 C -0.2152
4 C -0.2156
5 C -0.2051
6 C -0.2225


Record 8
Molecular formula: C4H7N3
Method: DFT, ωB97M-V/def2-TZVPD

Cartesian coordinates (Å):
C  -0.562  -1.208  0.051
C  -1.708  -0.513  0.049
C  -1.313  0.968  -0.031
C  0.217  0.880  -0.023
H  2.268  -1.355  -0.644
H  2.037  -1.214  0.915
H  -0.382  -2.250  0.072
H  -2.676  -0.989  0.047
H  -1.658  1.662  0.753
H  -1.656  1.483  -0.942
H  1.905  1.705  -0.160
N  1.952  -0.693  0.035
N  0.621  -0.371  -0.216
N  0.957  1.896  0.096

## Properties
E_tot   -8729.8965 eV
SMILES   [H]/N=C1/CC=CN1N
Energy relative to the best compared isomer or geometry (same formula, charge and spin)   172.0 kJ/mol
E_HOMO   -8.24 eV
LUMO   0.821 eV
M   97.1 g/mol

Atom charges from the natural (NBO) analysis, given in e for atoms 1 to 6:
1 C -0.0383
2 C -0.2434
3 C -0.4899
4 C 0.4420
5 H 0.3548
6 H 0.3455


Record 9
Molecular formula: C8H6O4
Method: DFT, ωB97M-V/def2-TZVPD

Cartesian coordinates (Å):
C  -0.393  1.155  1.025
C  -0.064  1.733  -0.216
C  0.261  1.043  -1.309
C  -0.020  -0.343  -1.021
C  0.027  -1.036  -2.345
C  -0.115  -0.942  0.205
C  0.261  -2.417  0.308
C  -0.095  -0.049  1.253
H  -0.107  3.087  2.040
H  -0.454  2.837  -0.409
H  0.327  1.654  -2.134
H  -0.422  -2.103  -2.590
H  0.678  -2.751  1.418
H  0.504  0.351  3.181
O  -0.443  1.972  2.087
O  0.056  -0.500  -3.389
O  0.089  -3.210  -0.624
O  -0.092  -0.483  2.520

## Properties
E_tot   -16577.2325 eV
Energy relative to the best compared isomer or geometry (same formula, charge and spin)   614.8 kJ/mol
E_HOMO   -9.04 eV
LUMO   -0.636 eV
M   166.1 g/mol

Atom charges from the natural (NBO) analysis, given in e for atoms 1 to 6:
1 C 0.2024
2 C -0.1873
3 C -0.1919
4 C -0.0936
5 C 0.3965
6 C -0.1644


Record 10
Molecular formula: C16H32N3O6
Method: DFT, ωB97M-V/def2-TZVPD

Cartesian coordinates (Å):
N  -0.679  4.057  -0.976
C  -1.390  3.139  -1.881
C  -0.736  1.770  -2.083
N  -1.304  0.892  -2.903
C  -0.488  -0.261  -2.840
C  0.536  0.005  -2.004
N  0.376  1.323  -1.525
H  0.203  3.691  -0.643
H  -1.306  4.248  -0.203
H  -1.592  3.629  -2.857
H  -2.392  2.948  -1.439
H  -2.143  0.994  -3.459
H  -0.648  -1.207  -3.356
H  1.379  -0.606  -1.676
H  1.014  1.783  -0.892
O  0.543  -2.276  0.178
C  1.151  -3.251  -0.191
O  2.315  -3.087  -0.845
C  3.204  -4.164  -1.185
C  2.781  -4.846  -2.469
C  0.595  -4.635  -0.006
H  3.301  -4.861  -0.352
H  4.184  -3.709  -1.323
H  1.793  -5.298  -2.381
H  3.494  -5.625  -2.741
H  2.727  -4.121  -3.283
H  -0.131  -4.833  -0.795
H  0.092  -4.678  0.959
H  1.346  -5.421  0.004
O  -2.622  -3.927  -0.346
C  -3.025  -3.840  0.785
O  -3.141  -4.948  1.532
C  -3.449  -4.944  2.932
C  -4.941  -4.842  3.171
C  -3.474  -2.517  1.351
H  -2.888  -4.165  3.451
H  -3.087  -5.896  3.320
H  -5.352  -3.911  2.778
H  -5.164  -4.895  4.237
H  -5.461  -5.656  2.663
H  -4.491  -2.314  1.014
H  -2.809  -1.741  0.976
H  -3.435  -2.460  2.436
O  3.360  6.507  3.559
C  2.917  6.341  2.459
O  3.739  6.401  1.391
C  3.349  6.059  0.061
C  2.658  7.216  -0.631
C  1.436  6.143  2.239
H  2.746  5.147  0.055
H  4.272  5.822  -0.468
H  1.737  7.502  -0.121
H  2.415  6.958  -1.663
H  3.305  8.094  -0.632
H  0.941  7.114  2.251
H  1.047  5.533  3.053
H  1.188  5.620  1.317

## Properties
E_tot   -33860.1779 eV
E_HOMO   -12.04 eV
LUMO   -2.808 eV
M   362.4 g/mol
Charge   +1

Atom charges from the natural (NBO) analysis, given in e for atoms 1 to 6:
1 N -0.8088
2 C -0.2739
3 C 0.4635
4 N -0.4740
5 C -0.0634
6 C -0.0416


Record 11
Molecular formula: C16H14BF5N6V
Method: DFT, ωB97M-V/def2-TZVPD

Cartesian coordinates (Å):
H  -0.015  2.669  1.512
N  0.145  1.467  -0.240
B  0.613  0.687  -2.617
N  0.564  1.784  -1.529
C  0.828  3.096  -1.628
V  -0.739  -0.684  0.101
H  1.147  3.498  -2.601
C  0.625  3.662  -0.393
H  0.747  4.722  -0.132
C  0.229  2.618  0.451
H  0.953  1.100  -3.694
C  -1.170  -2.353  0.613
H  -1.547  -2.252  1.661
H  -0.114  -2.648  0.442
H  -2.063  -2.511  -0.057
N  -0.839  0.116  -2.666
N  1.521  -0.458  -2.115
N  -1.452  -0.384  -1.530
N  1.204  -1.116  -0.932
C  -1.707  -0.016  -3.657
C  2.655  -0.954  -2.619
H  -1.445  0.316  -4.640
H  3.058  -0.533  -3.530
C  -2.883  -0.577  -3.176
C  3.108  -1.958  -1.769
C  -2.734  -0.797  -1.839
C  2.177  -2.029  -0.725
H  -3.765  -0.805  -3.741
H  3.991  -2.552  -1.891
H  -3.374  -1.224  -1.069
H  2.167  -2.689  0.124
H  -1.922  0.201  0.697
F  1.799  -1.473  2.298
C  0.856  -0.737  2.941
C  -0.227  -0.184  2.259
C  -1.089  0.596  3.019
F  -2.181  1.199  2.478
C  -0.913  0.805  4.396
F  -1.777  1.586  5.073
C  0.149  0.202  5.058
F  0.307  0.364  6.387
C  1.042  -0.574  4.326
F  2.071  -1.179  4.954

## Properties
E_tot   -65688.9526 eV
E_HOMO (spin up / spin down)   -15.12 / -15.12 eV
LUMO (spin up / spin down)   -9.085 / -11.105 eV
M   447.1 g/mol
Charge   +2
Multiplicity   2

Atom charges from the Löwdin analysis, given in e for atoms 1 to 6:
1 H 0.1102
2 N -0.0095
3 B -0.4542
4 N -0.0234
5 C -0.0382
6 V 0.9823


Record 12
Molecular formula: C2H6N4S
Method: DFT, ωB97M-V/def2-TZVPD

Cartesian coordinates (Å):
C  0.054  0.874  0.332
C  0.132  -0.497  -1.732
H  0.369  1.257  2.663
H  -0.437  -0.203  3.115
H  0.031  1.867  0.620
H  0.570  1.518  -1.512
H  -0.390  -1.611  -0.023
H  -0.105  -2.381  -1.654
N  -0.423  0.617  2.435
N  -0.183  -0.042  1.208
N  0.172  0.716  -1.031
N  -0.027  -1.621  -1.005
S  0.234  -0.494  -3.415

## Properties
E_tot   -18966.0609 eV
SMILES   N/N=C/NC(N)=S
Energy relative to the best compared isomer or geometry (same formula, charge and spin)   95.0 kJ/mol
E_HOMO   -8.29 eV
LUMO   0.581 eV
M   118.2 g/mol

Atom charges from the natural (NBO) analysis, given in e for atoms 1 to 6:
1 C 0.2296
2 C 0.2886
3 H 0.3440
4 H 0.3649
5 H 0.1633
6 H 0.4283